# C4H10NO2

A gas-phase ion, C4H10NO2 (charge +1) in a non-equilibrium geometry (ωB97M-V/def2-TZVPD, the Open Molecules 2025 dataset).

XYZ file:
```
17
C4H10NO2 (ωB97M-V/def2-TZVPD)
C -0.85 -1.03 0.00
C 0.07 -0.54 -1.13
C 0.61 0.87 -0.97
C 0.22 1.54 0.31
O -0.29 2.76 0.05
O 0.29 1.09 1.43
N 0.03 -1.49 1.17
H -1.43 -0.20 0.40
H -1.55 -1.82 -0.22
H -0.48 -0.71 -2.06
H 0.89 -1.26 -1.25
H 0.40 1.45 -1.86
H 1.70 0.81 -0.94
H -0.35 3.26 0.90
H -0.41 -2.13 1.83
H 0.80 -2.00 0.75
H 0.36 -0.60 1.59
```

Summary:
SMILES string   [NH3+]CCCC(=O)O
Energy above the lowest of the compared OMol25 structures with the same formula, charge and spin   0.327 eV
Orbital gap   12.210 eV
Total charge   +1
HOMO energy   -15.429 eV